Molecular formula: C2H4AlLiO2
Method: DFT, ωB97M-V with the def2-TZVPD basis set

```
10
Properties=species:S:1:pos:R:3:forces:R:3:mulliken_charge:R:1
O -1.374 2.400 0.694 0.586 -0.976 0.158 -0.977
H -1.760 2.885 -0.033 0.013 0.024 0.069 0.142
C -1.523 -1.419 -1.045 0.815 -0.004 0.807 -0.677
C -0.930 -1.691 0.136 -2.497 -1.813 -2.162 0.138
O -0.043 -0.930 0.764 0.158 1.333 0.502 -0.333
H -1.218 -0.562 -1.654 -0.353 -0.130 0.395 0.232
H -2.295 -2.085 -1.430 0.395 0.126 0.135 0.234
H -1.142 -2.657 0.623 -0.130 0.586 0.009 0.318
Al 1.590 -1.239 1.069 1.919 -0.348 0.376 0.126
Li -0.565 0.887 1.041 -0.906 1.201 -0.288 0.797
```
Positions in Å, forces in eV/Å.

Values from the calculation:
HOMO energy ... -7.9125 eV
Energy ... -13036.0560 eV
LUMO ... -0.027 Ha
Largest force on an atom ... 3.77 eV/A
Energy relative to the best compared isomer or geometry (same formula, charge and spin) ... 0.0 kJ/mol
2S+1 ... 1
Frontier orbital gap ... 7.2 eV



Molecular formula: C41H64Cl5NOPPdSbSe
Method: DFT, ωB97M-V with the def2-TZVPD basis set

```
116
Properties=species:S:1:pos:R:3:forces:R:3:mulliken_charge:R:1
Pd -0.530 0.117 -1.002 -0.235 0.011 -0.490 -0.016
Cl 1.051 -1.016 0.943 0.061 0.072 -0.001 0.034
C 2.493 0.005 1.088 0.007 -0.035 0.022 0.266
C 2.381 1.358 0.842 -0.009 0.028 0.082 -1.036
C 3.555 2.059 0.960 -0.024 -0.016 0.031 0.965
Cl 3.525 3.827 0.688 -0.026 -0.002 -0.033 -0.251
C 4.790 1.499 1.277 0.007 0.023 -0.010 -0.432
Cl 6.250 2.448 1.386 0.000 -0.003 -0.003 -0.240
C 4.851 0.129 1.514 0.007 -0.022 0.007 0.505
Cl 6.362 -0.626 1.920 0.004 0.000 -0.003 -0.249
C 3.684 -0.630 1.423 0.007 -0.019 -0.014 -0.356
Cl 3.766 -2.346 1.723 0.011 -0.003 0.003 -0.239
O -1.527 -2.501 -0.012 0.074 -0.029 0.026 -0.478
P -2.586 -3.513 -0.254 -0.044 0.075 0.005 -0.306
C -3.215 -4.134 1.373 0.035 -0.020 -0.003 0.344
C -3.004 -3.087 2.483 -0.022 -0.006 -0.001 -1.183
C -4.157 -2.103 2.631 0.004 -0.008 0.002 0.166
C -5.478 -2.839 2.822 -0.001 -0.009 0.005 -1.313
C -5.747 -3.749 1.628 -0.014 0.079 0.022 0.059
C -4.618 -4.760 1.422 0.010 -0.033 -0.005 -1.358
C -1.802 -5.031 -1.020 -0.003 0.012 -0.041 0.006
C -0.352 -4.679 -1.405 0.022 0.001 0.051 -2.008
C -0.272 -3.933 -2.729 0.015 -0.017 0.009 1.452
C -0.889 -4.758 -3.853 0.001 -0.016 -0.016 -1.313
C -2.335 -5.130 -3.531 -0.064 -0.057 0.061 0.211
C -2.465 -5.810 -2.164 0.002 0.040 -0.059 -1.622
C -3.976 -2.750 -1.182 0.038 0.007 -0.013 1.379
C -5.143 -3.605 -1.708 -0.090 0.049 0.091 -0.604
C -6.015 -2.803 -2.695 0.016 0.006 -0.029 -1.153
C -5.955 -1.309 -2.393 -0.018 0.003 0.011 -0.737
C -4.536 -0.776 -2.634 0.027 0.021 0.014 -0.997
C -3.461 -1.822 -2.294 -0.047 -0.076 -0.072 1.440
H -2.497 -4.934 1.576 0.010 -0.018 0.008 0.763
H -2.074 -2.549 2.297 0.002 -0.001 -0.007 0.283
H -2.889 -3.635 3.428 -0.005 0.004 -0.001 0.561
H -4.204 -1.447 1.756 0.001 0.006 0.004 -0.257
H -3.955 -1.438 3.473 -0.003 0.004 0.003 0.397
H -6.301 -2.130 2.944 0.003 0.002 -0.003 0.450
H -5.435 -3.441 3.740 -0.004 0.003 0.001 0.376
H -5.860 -3.116 0.743 -0.003 -0.010 0.171 0.017
H -6.692 -4.288 1.750 -0.011 -0.004 0.001 0.345
H -4.806 -5.365 0.528 0.017 -0.001 0.028 0.253
H -4.639 -5.457 2.269 -0.011 0.004 -0.001 0.506
H -1.749 -5.709 -0.162 -0.018 -0.027 -0.005 0.827
H 0.206 -5.622 -1.490 -0.006 -0.010 0.006 0.632
H 0.108 -4.084 -0.617 0.005 -0.007 -0.011 0.498
H 0.771 -3.700 -2.958 -0.012 -0.007 0.017 0.174
H -0.778 -2.968 -2.626 -0.016 0.032 0.011 -0.634
H -0.302 -5.676 -3.986 0.006 -0.008 -0.006 0.453
H -0.847 -4.212 -4.800 -0.014 -0.014 0.020 0.381
H -2.742 -5.790 -4.304 0.003 -0.003 0.009 0.442
H -2.934 -4.220 -3.555 -0.064 -0.035 0.029 -0.361
H -1.950 -6.778 -2.222 -0.002 0.000 -0.002 0.613
H -3.510 -6.039 -1.936 0.044 0.010 -0.027 0.402
H -4.360 -2.081 -0.398 0.046 0.025 -0.005 0.282
H -5.763 -3.959 -0.880 0.086 0.048 -0.217 0.686
H -4.777 -4.492 -2.211 0.103 -0.173 -0.125 -0.286
H -7.043 -3.175 -2.662 0.001 -0.002 -0.006 0.509
H -5.658 -2.965 -3.718 -0.001 0.010 0.006 0.369
H -6.249 -1.138 -1.352 0.008 0.002 0.003 0.228
H -6.676 -0.762 -3.007 0.001 0.004 0.007 0.567
H -4.352 0.115 -2.030 -0.011 0.004 0.004 -0.093
H -4.431 -0.489 -3.684 0.003 0.006 -0.026 0.580
H -2.538 -1.317 -1.990 0.016 0.024 0.042 -1.208
H -3.229 -2.421 -3.182 -0.024 0.101 0.086 -0.705
C -2.028 0.939 -5.305 0.001 0.029 -0.024 -1.963
C -0.668 0.247 -5.255 -0.048 -0.087 0.054 2.467
C -0.912 -1.264 -5.238 -0.023 0.028 0.018 -2.293
C 0.136 0.616 -6.495 0.030 -0.035 -0.009 -1.878
Sb 0.243 0.752 -3.287 0.186 0.059 0.460 1.919
C 2.403 0.366 -3.690 -0.009 0.009 -0.049 2.349
C 3.131 1.345 -4.604 0.000 0.027 -0.002 -1.872
C 3.063 0.366 -2.313 -0.001 -0.021 -0.054 -1.633
C 2.521 -1.047 -4.258 -0.029 -0.033 -0.042 -2.213
C 0.124 2.964 -3.272 -0.034 -0.025 -0.052 2.065
C 1.134 3.426 -2.225 0.074 0.009 0.006 -1.808
C 0.378 3.691 -4.588 -0.031 -0.005 -0.026 -1.776
C -1.277 3.306 -2.761 0.012 0.006 0.012 -1.583
H -2.621 0.536 -6.140 -0.001 0.004 0.000 0.555
H -1.932 2.016 -5.457 -0.009 -0.030 0.003 0.320
H -2.594 0.783 -4.384 -0.015 -0.017 0.023 0.144
H 0.017 -1.835 -5.189 0.014 0.006 -0.002 0.211
H -1.447 -1.568 -6.150 -0.005 0.003 -0.006 0.552
H -1.520 -1.552 -4.378 0.009 0.011 -0.013 0.395
H -0.442 0.364 -7.397 0.004 0.004 -0.001 0.506
H 1.078 0.067 -6.550 -0.042 0.040 -0.010 0.321
H 0.364 1.681 -6.536 0.003 0.033 -0.001 0.223
H 3.167 2.346 -4.172 -0.004 -0.004 -0.012 0.309
H 2.677 1.419 -5.594 -0.009 -0.008 -0.017 0.227
H 4.172 1.015 -4.739 -0.003 0.002 0.002 0.515
H 3.000 1.331 -1.812 -0.004 0.034 0.001 0.071
H 4.126 0.102 -2.414 0.003 -0.009 0.003 0.580
H 2.588 -0.361 -1.650 -0.003 0.008 -0.006 -0.090
H 2.165 -1.120 -5.289 0.021 -0.016 0.054 0.302
H 1.964 -1.765 -3.648 0.015 0.014 -0.007 0.290
H 3.576 -1.357 -4.250 -0.001 -0.001 0.002 0.571
H 2.165 3.337 -2.577 -0.005 0.002 0.016 0.216
H 1.054 2.867 -1.288 -0.025 -0.030 0.033 -0.029
H 0.960 4.485 -1.994 0.001 0.001 0.012 0.569
H 1.354 3.458 -5.015 0.033 -0.011 -0.010 0.213
H 0.345 4.775 -4.411 0.002 0.002 -0.003 0.495
H -0.385 3.466 -5.338 0.029 0.003 0.017 0.277
H -1.503 2.773 -1.835 -0.011 -0.009 0.018 -0.019
H -2.056 3.061 -3.486 -0.008 -0.006 0.001 0.232
H -1.335 4.384 -2.557 0.005 0.009 -0.007 0.500
Se -2.656 0.694 0.382 -0.098 -0.040 -0.008 -0.958
C -2.459 2.487 0.937 0.061 0.033 0.014 0.301
C -3.549 3.317 1.230 -0.011 -0.017 -0.030 -0.403
C -3.337 4.623 1.630 0.002 0.011 0.004 -0.398
N -2.136 5.189 1.772 0.013 -0.013 -0.005 -0.726
C -1.095 4.390 1.501 0.000 0.020 0.013 -0.299
C -1.194 3.072 1.093 -0.020 -0.049 0.023 -0.226
H -4.559 2.936 1.132 0.004 0.004 0.001 0.367
H -4.191 5.262 1.849 0.001 -0.003 -0.001 0.331
H -0.110 4.832 1.622 -0.003 0.000 -0.014 0.418
H -0.298 2.485 0.914 0.031 0.038 -0.048 0.362
```
Positions in Å, forces in eV/Å.

Values from the calculation:
HOMO energy ... -0.9576 eV
Charge ... -2
Energy ... -194360.6082 eV
LUMO ... 0.140 Ha
Largest force on an atom ... 0.54 eV/A
Energy relative to the best compared isomer or geometry (same formula, charge and spin) ... 0.0 kJ/mol
2S+1 ... 1
Frontier orbital gap ... 4.8 eV



Molecular formula: C6H13N
Method: DFT, ωB97M-V with the def2-TZVPD basis set

```
20
Properties=species:S:1:pos:R:3:forces:R:3:mulliken_charge:R:1
C -0.240 -0.485 2.885 -0.374 -0.035 -0.277 -1.166
C 0.544 0.236 1.788 1.485 -1.592 0.194 -0.296
C -0.321 0.921 0.768 -1.345 0.256 -0.734 -0.601
C -0.903 -0.036 -0.325 0.783 0.688 0.334 -0.832
N 1.055 -0.143 -3.567 0.575 0.547 0.553 -0.532
C 0.344 0.231 -2.427 -1.229 -0.810 -0.465 -0.140
C 0.107 -0.512 -1.343 0.337 0.716 1.126 -0.295
H 0.258 -1.361 3.295 0.353 0.116 0.065 0.372
H -1.158 -0.882 2.447 -0.172 0.095 0.129 0.278
H -0.504 0.178 3.708 -0.085 0.036 -0.009 0.282
H 1.159 -0.520 1.276 -0.569 -0.326 -0.395 0.166
H 1.429 0.716 2.208 -0.597 1.224 0.225 0.375
H -1.257 1.321 1.188 0.429 0.183 0.606 0.345
H 0.124 1.764 0.241 0.405 -0.047 0.120 0.334
H -1.662 0.550 -0.848 -0.143 -0.145 -0.013 0.329
H -1.415 -0.853 0.192 0.090 -0.130 -0.272 0.358
H 0.565 0.126 -4.403 0.219 -0.208 -0.169 0.247
H 1.330 -1.110 -3.531 0.001 -0.083 -0.355 0.234
H -0.249 1.135 -2.561 0.042 -0.048 -0.069 0.264
H 0.793 -1.278 -0.992 -0.206 -0.436 -0.593 0.279
```
Positions in Å, forces in eV/Å.

Values from the calculation:
HOMO energy ... -7.9332 eV
SMILES ... CCCC/C=C/N
Energy ... -7921.8735 eV
LUMO ... 0.043 Ha
Largest force on an atom ... 2.19 eV/A
Energy relative to the best compared isomer or geometry (same formula, charge and spin) ... 92.6 kJ/mol
2S+1 ... 1
Frontier orbital gap ... 9.1 eV



Molecular formula: C3H7N4O3
Method: DFT, ωB97M-V with the def2-TZVPD basis set

```
17
Properties=species:S:1:pos:R:3:forces:R:3:mulliken_charge:R:1
C 1.661 0.885 0.701 -1.974 0.520 -0.567 0.293
C -0.814 0.181 1.037 -1.417 -2.567 -1.463 0.424
C 1.007 -0.195 -1.445 -0.415 0.144 0.381 0.284
N 0.401 0.780 1.263 -0.203 1.724 2.211 -0.154
N 1.908 0.183 -0.592 3.966 1.740 1.940 -0.163
N -1.248 -0.217 -0.143 -0.371 0.446 2.441 -0.038
N -2.566 -0.758 -0.140 -0.496 -0.357 -0.177 -0.865
O 2.443 1.648 1.172 0.790 -0.851 -0.652 -0.459
O -1.487 -0.108 2.165 0.434 0.862 -1.163 -0.437
O 1.289 -0.561 -2.634 1.052 -0.695 -0.391 -0.332
H -0.087 -0.247 -1.038 0.374 0.235 -0.774 0.418
H 0.290 1.457 2.101 0.685 -1.561 -1.697 0.284
H 2.998 0.374 -0.751 -2.919 -0.822 -0.241 0.362
H -2.761 -1.696 0.335 0.925 1.479 -1.382 0.275
H -2.364 -0.353 1.808 -0.360 0.119 0.467 0.482
H -2.929 -0.653 -1.116 0.337 -0.626 1.589 0.246
H 2.257 -0.718 -2.724 -0.408 0.210 -0.522 0.380
```
Positions in Å, forces in eV/Å.

Values from the calculation:
HOMO energy ... -13.0756 eV
SMILES ... N/N=C(\O)NC(=O)/[NH+]=C/O
Charge ... +1
Energy ... -15318.6375 eV
LUMO ... -0.149 Ha
Largest force on an atom ... 4.75 eV/A
Energy relative to the best compared isomer or geometry (same formula, charge and spin) ... 111.3 kJ/mol
2S+1 ... 1
Frontier orbital gap ... 9.0 eV



Molecular formula: C13H17N
Method: DFT, ωB97M-V with the def2-TZVPD basis set

```
31
Properties=species:S:1:pos:R:3:forces:R:3:mulliken_charge:R:1
C 3.586 0.308 0.070 0.207 0.030 0.005 -0.886
C 3.447 -1.069 0.092 0.095 0.102 -0.026 -0.567
C 2.457 1.119 0.037 -0.031 -0.060 -0.013 -0.299
C 2.196 -1.665 0.092 -0.185 -0.215 -0.046 -0.831
C 1.211 0.539 0.023 -0.098 -0.300 -0.013 0.249
C 1.069 -0.855 0.057 0.597 0.363 0.063 0.014
C -1.097 0.027 0.054 1.381 -2.342 0.171 -0.295
C -2.418 0.105 0.128 -0.065 0.042 -0.117 -0.137
C -0.143 1.201 -0.026 0.050 0.243 0.008 2.547
C -3.450 -0.970 0.291 0.115 -0.082 0.070 -1.408
C -0.330 2.149 1.163 0.035 -0.117 -0.040 -1.758
C -0.327 1.959 -1.348 0.036 -0.137 0.110 -1.678
C -0.737 -2.515 -0.308 -0.065 -0.206 -0.002 -1.210
N -0.251 -1.232 0.108 -1.936 2.478 -0.042 0.054
H 4.569 0.756 0.080 0.072 0.007 -0.003 0.377
H 4.326 -1.696 0.114 0.075 -0.038 0.018 0.391
H 2.569 2.195 0.020 -0.036 0.106 -0.015 0.416
H 2.116 -2.742 0.133 -0.021 -0.037 0.004 0.329
H -2.825 1.107 0.106 0.102 0.190 -0.035 0.336
H -3.294 -1.809 -0.380 -0.071 -0.080 -0.010 0.362
H -4.438 -0.559 0.092 -0.045 -0.063 0.009 0.353
H -3.446 -1.350 1.314 -0.083 -0.073 0.025 0.284
H -1.317 2.609 1.134 -0.059 0.042 0.030 0.393
H 0.422 2.936 1.136 0.011 0.056 0.012 0.372
H -0.225 1.598 2.098 -0.012 0.052 0.031 0.413
H -0.223 1.279 -2.191 0.011 -0.028 -0.088 0.414
H 0.426 2.739 -1.440 0.085 0.113 -0.017 0.374
H -1.312 2.417 -1.391 -0.127 0.057 -0.011 0.380
H -1.395 -2.949 0.449 0.021 -0.055 -0.120 0.327
H -1.277 -2.448 -1.258 0.018 -0.034 0.029 0.328
H 0.111 -3.183 -0.450 -0.076 -0.015 0.013 0.358
```
Positions in Å, forces in eV/Å.

Values from the calculation:
HOMO energy ... -7.2560 eV
SMILES ... C/C=C1\N(C)c2ccccc2C1(C)C
Energy ... -15246.7055 eV
LUMO ... 0.032 Ha
Largest force on an atom ... 3.14 eV/A
Energy relative to the best compared isomer or geometry (same formula, charge and spin) ... 49.4 kJ/mol
2S+1 ... 1
Frontier orbital gap ... 8.1 eV



Molecular formula: C6H16N3O2P
Method: DFT, ωB97M-V with the def2-TZVPD basis set

```
28
Properties=species:S:1:pos:R:3:forces:R:3:mulliken_charge:R:1
C 3.299 -1.521 -0.939 -0.681 3.493 1.305 0.563
C 2.902 0.522 0.557 -1.649 -0.598 -1.499 -0.954
C -0.443 -0.264 2.017 1.075 1.424 0.077 -0.986
C -0.323 -2.331 0.622 1.889 -1.011 -0.045 -0.828
C -1.419 2.502 -0.898 0.536 -0.647 2.191 -1.001
C -2.645 0.495 -1.074 -0.913 0.636 -2.860 -1.034
N 2.907 -0.481 -0.483 -0.338 -0.497 -0.166 -0.253
N -0.224 -0.893 0.764 -0.499 -0.151 -2.675 0.270
N -1.372 1.070 -0.707 0.112 -1.254 -0.531 0.202
O 3.684 -2.414 -1.544 0.651 -2.392 -1.032 -0.449
O -0.231 -0.929 -1.954 0.267 -1.982 -1.318 -0.753
P -0.167 -0.114 -0.771 0.335 4.214 3.558 0.466
H 0.968 0.742 -0.563 -0.917 -0.379 -0.605 -0.084
H 3.722 0.339 1.132 2.393 0.163 1.805 0.502
H 2.824 1.515 0.153 0.719 0.387 -0.519 0.343
H 2.019 0.494 1.168 -0.386 -0.724 0.349 0.245
H -0.180 -0.956 2.757 0.867 -1.101 1.226 0.453
H 0.242 0.602 2.128 -0.444 -0.287 0.065 0.262
H -1.408 0.053 2.376 -1.073 0.310 -0.822 0.263
H -0.960 -2.561 -0.197 -1.385 -0.529 -0.172 0.300
H 0.633 -2.753 0.165 -0.618 0.364 1.154 0.202
H -0.561 -2.841 1.583 0.029 0.367 -0.862 0.345
H -1.682 2.710 -1.903 -0.671 0.602 -0.897 0.390
H -2.111 2.886 -0.099 0.328 0.146 -1.154 0.300
H -0.455 2.926 -0.703 0.667 0.346 0.144 0.304
H -3.281 0.595 -0.251 -1.436 -0.165 1.346 0.333
H -3.178 1.194 -1.938 1.376 -2.081 1.734 0.264
H -2.561 -0.586 -1.397 -0.235 1.347 0.205 0.336
```
Positions in Å, forces in eV/Å.

Values from the calculation:
HOMO energy ... -8.7138 eV
SMILES ... CN(C)[PH](=O)N(C)C.CN=C=O
Energy ... -24334.4569 eV
LUMO ... 0.022 Ha
Largest force on an atom ... 5.53 eV/A
Energy relative to the best compared isomer or geometry (same formula, charge and spin) ... 2.2 kJ/mol
2S+1 ... 1
Frontier orbital gap ... 9.3 eV



Repeat the fourth record exactly.
Molecular formula: C3H7N4O3
Method: DFT, ωB97M-V with the def2-TZVPD basis set

```
17
Properties=species:S:1:pos:R:3:forces:R:3:mulliken_charge:R:1
C 1.661 0.885 0.701 -1.974 0.520 -0.567 0.293
C -0.814 0.181 1.037 -1.417 -2.567 -1.463 0.424
C 1.007 -0.195 -1.445 -0.415 0.144 0.381 0.284
N 0.401 0.780 1.263 -0.203 1.724 2.211 -0.154
N 1.908 0.183 -0.592 3.966 1.740 1.940 -0.163
N -1.248 -0.217 -0.143 -0.371 0.446 2.441 -0.038
N -2.566 -0.758 -0.140 -0.496 -0.357 -0.177 -0.865
O 2.443 1.648 1.172 0.790 -0.851 -0.652 -0.459
O -1.487 -0.108 2.165 0.434 0.862 -1.163 -0.437
O 1.289 -0.561 -2.634 1.052 -0.695 -0.391 -0.332
H -0.087 -0.247 -1.038 0.374 0.235 -0.774 0.418
H 0.290 1.457 2.101 0.685 -1.561 -1.697 0.284
H 2.998 0.374 -0.751 -2.919 -0.822 -0.241 0.362
H -2.761 -1.696 0.335 0.925 1.479 -1.382 0.275
H -2.364 -0.353 1.808 -0.360 0.119 0.467 0.482
H -2.929 -0.653 -1.116 0.337 -0.626 1.589 0.246
H 2.257 -0.718 -2.724 -0.408 0.210 -0.522 0.380
```
Positions in Å, forces in eV/Å.

Values from the calculation:
HOMO energy ... -13.0756 eV
SMILES ... N/N=C(\O)NC(=O)/[NH+]=C/O
Charge ... +1
Energy ... -15318.6375 eV
LUMO ... -0.149 Ha
Largest force on an atom ... 4.75 eV/A
Energy relative to the best compared isomer or geometry (same formula, charge and spin) ... 111.3 kJ/mol
2S+1 ... 1
Frontier orbital gap ... 9.0 eV